No. 1
Here is a cluster of 2 separate species, C4H4F2N2O in total from OMol25. Energies are from ωB97M-V/def2-TZVPD.

Values from the calculation:
* F_max: 0.104 Eh/bohr
* highest occupied orbital energy: -7.9 eV
* orbital gap: 0.2739 Eh
* M: 134.085 g mol⁻¹
* energy relative to the best compared isomer or geometry (same formula, charge and spin): 80.46 kcal/mol

Positions of all 13 atoms, in Å:
1 C -0.83 0.85 0.72
2 C 0.50 0.76 1.01
3 C -0.96 0.14 -0.53
4 C -1.64 -1.15 -2.88
5 N 0.20 -0.41 -0.77
6 N 1.10 -0.02 0.07
7 O -2.07 0.05 -1.15
8 F -2.38 -2.22 -2.74
9 F -2.14 -0.35 -3.78
10 H -1.50 1.17 1.43
11 H 1.18 1.22 1.84
12 H -0.70 -0.94 -2.31
13 H 2.06 -0.28 -0.04

No. 2
Here is a cluster of 3 separate species, C14H27ClNO11P in total from OMol25. Energies are from ωB97M-V/def2-TZVPD.

Values from the calculation:
* F_max: 0.062 Eh/bohr
* highest occupied orbital energy: -9.3 eV
* orbital gap: 0.3597 Eh
* M: 451.793 g mol⁻¹
* energy relative to the best compared isomer or geometry (same formula, charge and spin): 0.00 kcal/mol
* SMILES: CCCOCOC(=O)N(C[C@@H]1CO1)P(O)Cl.COC(=O)OC.COC(=O)OC

Positions of all 55 atoms, in Å:
1 C 1.50 0.18 2.84
2 C 2.40 1.34 2.38
3 C 1.52 2.43 1.80
4 O 2.31 3.49 1.29
5 C 1.60 4.39 0.52
6 O 0.72 5.14 1.37
7 C -0.54 5.30 0.92
8 O -0.81 5.45 -0.22
9 N -1.54 5.33 1.95
10 C -2.14 3.98 2.16
11 C -2.60 3.33 0.86
12 C -3.99 3.82 0.28
13 O -3.60 2.48 1.07
14 P -0.78 5.82 3.48
15 O -0.83 7.38 3.09
16 Cl -2.45 5.61 4.74
17 H 0.73 0.03 2.09
18 H 0.99 0.48 3.75
19 H 2.06 -0.74 2.97
20 H 3.13 1.01 1.64
21 H 2.90 1.78 3.24
22 H 0.90 1.99 1.00
23 H 0.89 2.81 2.60
24 H 2.33 5.06 0.08
25 H 1.02 3.86 -0.24
26 H -1.45 3.27 2.62
27 H -3.04 4.07 2.74
28 H -1.84 3.12 0.10
29 H -5.06 3.68 0.38
30 H -3.99 4.66 1.02
31 H -0.55 7.88 3.88
32 C 0.04 -3.46 0.13
33 O 1.04 -4.13 -0.65
34 C 2.28 -3.69 -0.47
35 O 2.62 -2.81 0.28
36 O 3.09 -4.40 -1.26
37 C 4.47 -4.03 -1.17
38 H -0.90 -3.93 -0.13
39 H 0.24 -3.59 1.20
40 H 0.01 -2.40 -0.12
41 H 4.84 -4.18 -0.16
42 H 4.60 -2.99 -1.46
43 H 5.00 -4.68 -1.86
44 C -3.56 -5.02 -5.06
45 O -2.19 -5.31 -5.32
46 C -1.42 -5.35 -4.23
47 O -1.80 -5.16 -3.11
48 O -0.18 -5.62 -4.61
49 C 0.76 -5.69 -3.52
50 H -4.06 -5.02 -6.03
51 H -4.00 -5.78 -4.43
52 H -3.67 -4.04 -4.60
53 H 0.48 -6.48 -2.83
54 H 0.81 -4.74 -3.00
55 H 1.72 -5.92 -3.96

No. 3
Here is a cluster of 6 separate species, C13H24Cl10O3 in total from OMol25. Energies are from ωB97M-V/def2-TZVPD.

Values from the calculation:
* F_max: 0.061 Eh/bohr
* 2S+1: 2
* highest occupied orbital energy (spin up / spin down): 0.7 / -8.1 eV
* orbital gap (spin up / spin down): 0.0585 / 0.3792 Eh
* M: 582.862 g mol⁻¹
* charge: -1
* ⟨S²⟩: 0.7502

Positions of all 50 atoms, in Å:
1 C 3.84 -2.25 -3.44
2 C 2.86 -1.47 -4.17
3 O 1.90 -1.15 -3.19
4 C 2.06 -1.85 -2.10
5 O 1.31 -1.94 -1.20
6 O 3.20 -2.47 -2.15
7 H 4.72 -1.63 -3.31
8 H 4.08 -3.22 -3.86
9 H 2.44 -2.09 -4.97
10 H 3.30 -0.56 -4.58
11 Cl -1.76 6.15 -1.07
12 C -2.61 5.80 0.45
13 C -3.02 4.34 0.62
14 Cl -1.87 3.44 1.68
15 H -3.54 6.36 0.38
16 H -2.10 6.10 1.37
17 H -3.14 3.82 -0.33
18 H -3.97 4.24 1.14
19 Cl 3.96 0.13 5.18
20 C 3.29 -1.50 4.73
21 C 4.08 -2.70 5.29
22 Cl 4.00 -2.51 7.09
23 H 3.20 -1.38 3.65
24 H 2.23 -1.58 5.00
25 H 5.09 -2.91 4.94
26 H 3.53 -3.60 5.02
27 Cl -3.95 -3.83 -1.34
28 C -4.68 -3.86 0.34
29 C -3.75 -3.40 1.50
30 Cl -2.19 -4.29 1.46
31 H -5.00 -4.88 0.55
32 H -5.56 -3.21 0.29
33 H -4.11 -3.49 2.53
34 H -3.50 -2.34 1.40
35 Cl -0.47 1.39 -2.24
36 C 0.08 2.59 -3.43
37 C -1.01 3.68 -3.58
38 Cl -2.45 3.05 -4.35
39 H 0.30 2.17 -4.42
40 H 1.00 3.07 -3.10
41 H -0.72 4.50 -4.22
42 H -1.23 4.04 -2.57
43 Cl 1.85 0.50 2.16
44 C 0.42 0.51 0.98
45 C -0.42 -0.73 1.02
46 Cl -1.53 -0.75 2.42
47 H 0.83 0.75 0.00
48 H -0.22 1.31 1.36
49 H 0.24 -1.59 0.96
50 H -1.02 -0.74 0.11

No. 4
Here is a structure of composition C2H4F2NO3P from OMol25. Energies are from ωB97M-V/def2-TZVPD.

Values from the calculation:
* F_max: 0.088 Eh/bohr
* highest occupied orbital energy: 0.2 eV
* orbital gap: 0.2511 Eh
* M: 159.028 g mol⁻¹
* charge: -2
* energy relative to the best compared isomer or geometry (same formula, charge and spin): 7.30 kcal/mol

Positions of all 13 atoms, in Å:
1 C 0.72 -0.46 0.16
2 C -0.28 0.54 -0.13
3 N 2.12 0.12 0.06
4 O -1.56 -1.33 -1.07
5 O -2.99 0.57 -0.06
6 O -1.89 -1.12 1.50
7 F 0.26 1.89 0.78
8 F -0.14 1.09 -1.40
9 P -1.92 -0.44 0.11
10 H 0.50 -1.37 -0.46
11 H 0.65 -0.75 1.13
12 H 2.49 0.11 -0.88
13 H 2.03 1.15 0.26

No. 5
Here is a cluster of 14 separate species, C74H149N15O14 in total from OMol25. Energies are from ωB97M-V/def2-TZVPD.

Values from the calculation:
* F_max: 0.148 Eh/bohr
* highest occupied orbital energy: -7.4 eV
* orbital gap: 0.2895 Eh
* M: 1473.097 g mol⁻¹

Positions of all 252 atoms, in Å:
1 C 6.55 7.23 -1.34
2 C 6.24 6.43 -0.06
3 C 6.12 4.91 -0.21
4 C 5.17 4.55 -1.24
5 N 4.42 4.26 -2.05
6 H 7.64 7.24 -1.42
7 H 6.17 8.25 -1.43
8 H 6.14 6.69 -2.20
9 H 5.23 6.70 0.29
10 H 6.88 6.74 0.77
11 H 5.76 4.61 0.77
12 H 7.10 4.46 -0.44
13 C 2.46 1.27 -5.75
14 C 2.50 0.04 -4.82
15 C 3.90 -0.57 -4.64
16 C 4.32 -1.05 -5.96
17 N 4.63 -1.42 -7.00
18 H 3.11 2.05 -5.34
19 H 1.51 1.80 -5.67
20 H 2.75 1.04 -6.77
21 H 1.82 -0.68 -5.25
22 H 2.07 0.29 -3.85
23 H 3.81 -1.52 -4.10
24 H 4.61 0.02 -4.08
25 C -4.28 -3.40 -4.88
26 O -4.07 -2.65 -3.72
27 C -5.24 -2.35 -2.98
28 C -4.93 -1.44 -1.80
29 N -4.95 0.01 -1.95
30 C -4.40 0.69 -0.79
31 C -4.38 2.20 -0.90
32 O -5.73 2.64 -0.86
33 C -5.86 4.04 -0.88
34 H -3.43 -3.80 -5.44
35 H -4.98 -2.88 -5.55
36 H -4.79 -4.34 -4.60
37 H -5.69 -3.28 -2.60
38 H -6.01 -1.97 -3.67
39 H -3.99 -1.67 -1.31
40 H -5.62 -1.83 -1.03
41 H -5.87 0.29 -2.25
42 H -3.38 0.43 -0.49
43 H -5.09 0.47 0.04
44 H -4.13 2.51 -1.93
45 H -3.75 2.66 -0.12
46 H -5.35 4.54 -0.04
47 H -6.90 4.34 -0.71
48 H -5.46 4.46 -1.80
49 C 3.05 4.52 1.37
50 O 3.88 3.45 1.79
51 C 3.42 2.20 1.29
52 C 4.30 1.07 1.83
53 N 4.24 0.80 3.29
54 C 4.91 1.74 4.17
55 C 4.99 1.10 5.56
56 O 5.75 -0.09 5.44
57 C 6.72 -0.43 6.37
58 H 2.00 4.45 1.63
59 H 3.06 4.64 0.28
60 H 3.47 5.42 1.81
61 H 3.26 2.21 0.21
62 H 2.41 2.04 1.70
63 H 5.36 1.28 1.63
64 H 4.00 0.10 1.43
65 H 4.66 -0.11 3.41
66 H 4.31 2.64 4.29
67 H 5.88 2.13 3.82
68 H 3.99 0.85 5.92
69 H 5.41 1.74 6.34
70 H 6.29 -0.53 7.38
71 H 7.64 0.16 6.35
72 H 7.06 -1.44 6.13
73 C -12.88 -1.63 -3.19
74 O -11.97 -1.24 -2.18
75 C -10.95 -0.35 -2.58
76 C -9.88 -0.10 -1.50
77 N -9.72 -1.23 -0.60
78 C -8.88 -2.30 -1.21
79 C -8.59 -3.46 -0.25
80 O -7.39 -3.35 0.46
81 C -7.19 -2.15 1.16
82 H -13.71 -2.16 -2.73
83 H -12.29 -2.11 -3.97
84 H -13.41 -0.76 -3.61
85 H -11.35 0.59 -2.97
86 H -10.49 -0.85 -3.44
87 H -10.18 0.73 -0.85
88 H -8.95 0.13 -2.03
89 H -10.63 -1.68 -0.69
90 H -7.92 -1.86 -1.50
91 H -9.40 -2.66 -2.11
92 H -8.61 -4.42 -0.78
93 H -9.50 -3.70 0.32
94 H -7.23 -1.26 0.52
95 H -6.19 -2.30 1.57
96 H -7.88 -1.92 1.99
97 C 0.52 -2.83 -2.90
98 O 1.32 -2.88 -4.10
99 C 0.66 -3.69 -5.07
100 C -0.48 -2.92 -5.77
101 N -0.05 -1.92 -6.75
102 C 0.58 -2.47 -7.98
103 C 0.27 -1.51 -9.13
104 O 1.21 -0.47 -9.32
105 C 2.48 -0.90 -9.70
106 H 1.14 -2.56 -2.06
107 H -0.05 -3.73 -2.65
108 H -0.20 -2.03 -3.12
109 H 0.26 -4.60 -4.62
110 H 1.36 -3.98 -5.86
111 H -1.10 -2.36 -5.07
112 H -1.09 -3.66 -6.30
113 H 0.66 -1.29 -6.41
114 H 0.08 -3.41 -8.21
115 H 1.67 -2.55 -7.98
116 H -0.74 -1.13 -8.98
117 H 0.27 -2.01 -10.11
118 H 3.05 -0.12 -10.20
119 H 2.36 -1.59 -10.56
120 H 3.10 -1.51 -9.04
121 C 2.03 2.65 -1.58
122 O 1.68 1.68 -0.61
123 C 0.94 0.56 -1.01
124 C -0.45 0.61 -0.37
125 N -0.47 0.94 1.09
126 C -0.38 -0.15 2.05
127 C -1.52 -1.16 1.95
128 O -1.39 -1.95 0.78
129 C -2.40 -2.92 0.72
130 H 1.19 2.85 -2.26
131 H 2.92 2.38 -2.15
132 H 2.09 3.56 -0.99
133 H 1.42 -0.40 -0.81
134 H 0.84 0.54 -2.11
135 H -1.10 -0.20 -0.67
136 H -0.94 1.51 -0.76
137 H 0.40 1.47 1.05
138 H -0.35 0.31 3.04
139 H 0.62 -0.59 1.99
140 H -2.54 -0.82 2.13
141 H -1.25 -1.85 2.78
142 H -3.36 -2.42 0.91
143 H -2.41 -3.64 1.56
144 H -2.23 -3.51 -0.17
145 C -2.09 -2.51 7.96
146 O -1.29 -1.74 7.10
147 C -0.07 -1.28 7.69
148 C 0.81 -0.67 6.63
149 N 0.33 0.69 6.39
150 C 1.04 1.40 5.34
151 C 0.59 2.85 5.21
152 O 0.64 3.46 6.47
153 C 1.83 4.10 6.83
154 H -3.01 -2.74 7.43
155 H -2.51 -1.94 8.80
156 H -1.65 -3.48 8.17
157 H 0.37 -2.23 8.03
158 H -0.22 -0.67 8.60
159 H 0.81 -1.30 5.75
160 H 1.85 -0.62 6.98
161 H 0.40 1.28 7.21
162 H 1.23 0.73 4.49
163 H 2.08 1.52 5.70
164 H -0.45 2.85 4.86
165 H 1.20 3.36 4.47
166 H 2.76 3.61 6.53
167 H 1.78 4.31 7.90
168 H 1.82 5.13 6.45
169 C 3.98 -2.68 5.63
170 O 3.00 -1.93 4.97
171 C 2.19 -2.58 4.03
172 C 2.89 -2.88 2.70
173 N 2.30 -4.05 2.09
174 C 0.97 -3.90 1.51
175 C 0.58 -5.29 0.94
176 O 1.29 -5.53 -0.24
177 C 1.19 -6.87 -0.65
178 H 4.60 -2.03 6.24
179 H 4.69 -3.30 5.05
180 H 3.53 -3.36 6.36
181 H 1.36 -1.89 3.87
182 H 1.75 -3.49 4.47
183 H 3.98 -2.97 2.82
184 H 2.82 -2.03 2.00
185 H 2.92 -4.50 1.43
186 H 1.03 -3.17 0.69
187 H 0.22 -3.58 2.23
188 H -0.51 -5.30 0.84
189 H 0.70 -6.07 1.71
190 H 1.65 -7.60 0.04
191 H 1.70 -7.04 -1.59
192 H 0.16 -7.24 -0.66
193 N 7.59 4.74 -3.25
194 C 6.77 3.90 -3.94
195 C 6.01 3.24 -3.00
196 C 6.55 3.55 -1.71
197 C 7.50 4.51 -1.92
198 H 8.31 5.35 -3.60
199 H 6.80 3.87 -5.02
200 H 5.21 2.56 -3.27
201 H 6.33 3.02 -0.80
202 H 8.07 5.03 -1.16
203 N 4.05 5.74 -4.20
204 C 4.63 6.25 -5.33
205 C 3.79 5.87 -6.37
206 C 2.58 5.40 -5.77
207 C 2.80 5.22 -4.44
208 H 4.58 5.56 -3.36
209 H 5.57 6.78 -5.25
210 H 3.92 6.10 -7.42
211 H 1.63 5.29 -6.27
212 H 2.19 4.71 -3.71
213 N 4.49 -2.43 -0.68
214 C 5.59 -2.36 -1.47
215 C 5.98 -1.01 -1.53
216 C 5.03 -0.27 -0.82
217 C 4.12 -1.16 -0.32
218 H 3.93 -3.21 -0.38
219 H 6.17 -3.22 -1.76
220 H 6.86 -0.50 -1.88
221 H 5.07 0.80 -0.73
222 H 3.18 -0.91 0.15
223 N -4.22 -6.18 3.95
224 C -5.08 -5.26 3.40
225 C -4.90 -5.29 2.06
226 C -3.81 -6.10 1.74
227 C -3.48 -6.74 2.94
228 H -4.20 -6.48 4.90
229 H -5.74 -4.79 4.11
230 H -5.56 -4.83 1.34
231 H -3.37 -6.27 0.77
232 H -2.64 -7.38 3.15
233 N -2.40 -0.61 4.83
234 C -3.41 -1.47 4.43
235 C -4.27 -0.70 3.69
236 C -3.83 0.64 3.68
237 C -2.68 0.65 4.37
238 H -1.68 -0.72 5.54
239 H -3.24 -2.53 4.57
240 H -5.15 -1.10 3.21
241 H -4.30 1.45 3.15
242 H -1.92 1.38 4.64
243 N -1.57 3.54 2.34
244 C -2.22 4.24 3.32
245 C -1.97 5.59 3.20
246 C -1.04 5.67 2.11
247 C -0.71 4.41 1.72
248 H -1.49 2.54 2.21
249 H -2.86 3.69 4.01
250 H -2.36 6.44 3.72
251 H -0.64 6.60 1.74
252 H 0.03 4.07 1.02

No. 6
Here is a cluster of 3 separate species, C14H20F2O10 in total from OMol25. Energies are from ωB97M-V/def2-TZVPD.

Values from the calculation:
* F_max: 0.098 Eh/bohr
* highest occupied orbital energy: -10.0 eV
* orbital gap: 0.3903 Eh
* M: 386.300 g mol⁻¹
* energy relative to the best compared isomer or geometry (same formula, charge and spin): 0.00 kcal/mol
* SMILES: O=C1OC[C@@H](F)O1.O=C1OC[C@@H](F)O1.CCOC(=O)CCCCOC=O

Positions of all 46 atoms, in Å:
1 O -5.53 1.37 0.25
2 C -5.90 0.33 -0.17
3 O -5.09 -0.56 -0.82
4 C -5.86 -1.75 -1.04
5 C -7.27 -1.23 -1.00
6 F -8.13 -2.15 -0.50
7 O -7.17 -0.15 -0.08
8 H -5.66 -2.47 -0.25
9 H -5.61 -2.20 -2.00
10 H -7.65 -0.86 -1.95
11 O 4.77 -2.33 1.66
12 C 5.70 -1.62 1.57
13 O 7.00 -2.04 1.54
14 C 7.82 -0.90 1.27
15 C 6.94 0.23 1.73
16 F 7.15 1.35 1.00
17 O 5.64 -0.25 1.47
18 H 8.03 -0.85 0.20
19 H 8.76 -0.96 1.82
20 H 7.03 0.47 2.79
21 C 2.33 -0.27 0.32
22 C 1.66 -1.11 -0.78
23 O 0.40 -1.65 -0.33
24 C -0.66 -1.32 -1.10
25 O -0.68 -1.50 -2.24
26 C -1.82 -0.74 -0.34
27 C -1.32 0.49 0.50
28 C -2.16 1.74 0.17
29 C -1.37 3.06 -0.09
30 O 0.04 3.00 0.16
31 C 0.72 2.70 -0.96
32 O 1.68 3.28 -1.23
33 H 3.36 -0.56 0.42
34 H 1.84 -0.39 1.28
35 H 2.31 0.79 0.05
36 H 2.30 -1.94 -1.03
37 H 1.55 -0.51 -1.68
38 H -2.16 -1.52 0.34
39 H -2.61 -0.48 -1.02
40 H -0.26 0.59 0.30
41 H -1.46 0.26 1.55
42 H -2.83 1.58 -0.66
43 H -2.82 1.93 1.02
44 H -1.59 3.41 -1.10
45 H -1.76 3.83 0.56
46 H 0.36 1.89 -1.60

No. 7
Here is a cluster of 7 separate species, C14H30N4O3S3 in total from OMol25. Energies are from ωB97M-V/def2-TZVPD.

Values from the calculation:
* F_max: 0.026 Eh/bohr
* highest occupied orbital energy: -8.8 eV
* orbital gap: 0.3160 Eh
* M: 398.620 g mol⁻¹
* energy relative to the best compared isomer or geometry (same formula, charge and spin): 0.00 kcal/mol

Positions of all 54 atoms, in Å:
1 C -22.57 12.71 -31.89
2 C -22.61 11.62 -32.88
3 N -22.64 10.74 -33.62
4 H -22.81 13.65 -32.38
5 H -21.63 12.75 -31.36
6 H -23.38 12.50 -31.20
7 C -20.97 17.86 -33.54
8 C -20.82 16.42 -33.30
9 N -20.72 15.30 -33.05
10 H -21.45 18.27 -32.66
11 H -21.65 17.96 -34.39
12 H -19.97 18.27 -33.66
13 C -23.02 18.30 -37.83
14 C -22.59 19.65 -38.18
15 N -22.27 20.72 -38.42
16 H -22.56 17.59 -38.52
17 H -24.09 18.20 -37.99
18 H -22.69 18.10 -36.82
19 C -17.64 19.93 -35.39
20 C -16.81 20.73 -34.47
21 N -16.17 21.35 -33.76
22 H -16.98 19.38 -36.07
23 H -18.29 20.62 -35.92
24 H -18.18 19.19 -34.81
25 C -21.65 22.39 -33.49
26 S -21.85 21.68 -31.85
27 O -20.63 20.86 -31.60
28 C -21.79 23.18 -30.84
29 H -22.49 23.04 -33.76
30 H -21.47 21.59 -34.20
31 H -20.80 23.09 -33.50
32 H -22.26 24.08 -31.24
33 H -20.76 23.42 -30.58
34 H -22.33 22.94 -29.92
35 C -24.05 16.90 -31.49
36 S -24.97 18.44 -31.77
37 O -26.24 18.06 -32.47
38 C -25.31 18.85 -30.03
39 H -23.23 17.08 -30.80
40 H -23.77 16.48 -32.45
41 H -24.67 16.16 -30.97
42 H -25.82 19.80 -29.97
43 H -24.38 18.92 -29.47
44 H -25.87 18.01 -29.60
45 C -18.97 12.51 -34.25
46 S -18.73 11.80 -32.59
47 O -17.64 10.79 -32.73
48 C -17.95 13.28 -31.86
49 H -18.19 13.22 -34.55
50 H -19.92 13.05 -34.33
51 H -19.01 11.79 -35.07
52 H -17.59 12.93 -30.89
53 H -18.67 14.09 -31.83
54 H -17.03 13.56 -32.38

No. 8
Here is the ion C2H8N with charge +1 from OMol25. Energies are from ωB97M-V/def2-TZVPD.

Values from the calculation:
* F_max: 0.084 Eh/bohr
* highest occupied orbital energy: -17.3 eV
* orbital gap: 0.4851 Eh
* M: 46.093 g mol⁻¹
* charge: +1
* energy relative to the best compared isomer or geometry (same formula, charge and spin): 24.72 kcal/mol
* SMILES: CC[NH3+]

Positions of all 11 atoms, in Å:
1 C -1.06 0.63 0.41
2 C -0.35 -0.50 -0.33
3 N 1.11 -0.29 -0.11
4 H -1.47 1.37 -0.39
5 H -1.76 0.28 1.18
6 H -0.20 1.27 0.91
7 H -0.38 -1.55 0.10
8 H -0.44 -0.40 -1.47
9 H 1.55 0.58 -0.49
10 H 1.62 -1.11 -0.70
11 H 1.37 -0.29 0.89

Please write out number 1 again, unchanged.
Here is a cluster of 2 separate species, C4H4F2N2O in total from OMol25. Energies are from ωB97M-V/def2-TZVPD.

Values from the calculation:
* F_max: 0.104 Eh/bohr
* highest occupied orbital energy: -7.9 eV
* orbital gap: 0.2739 Eh
* M: 134.085 g mol⁻¹
* energy relative to the best compared isomer or geometry (same formula, charge and spin): 80.46 kcal/mol

Positions of all 13 atoms, in Å:
1 C -0.83 0.85 0.72
2 C 0.50 0.76 1.01
3 C -0.96 0.14 -0.53
4 C -1.64 -1.15 -2.88
5 N 0.20 -0.41 -0.77
6 N 1.10 -0.02 0.07
7 O -2.07 0.05 -1.15
8 F -2.38 -2.22 -2.74
9 F -2.14 -0.35 -3.78
10 H -1.50 1.17 1.43
11 H 1.18 1.22 1.84
12 H -0.70 -0.94 -2.31
13 H 2.06 -0.28 -0.04